Here is a cluster of 18 separate species, C72H144O18 in total in a non-equilibrium geometry from the OMol25 dataset. Energies are from ωB97M-V with the def2-TZVPD basis set.

Structure (XYZ):
```
234
Properties=species:S:1:pos:R:3:forces:R:3
O 0.4762 3.9292 -3.7117 0.0 1.8 0.1
O 4.6300 0.7923 2.2981 0.9 0.1 0.0
O 3.2873 -3.8185 1.3244 0.2 -0.2 -0.6
O 3.0578 2.1816 6.7976 0.7 0.1 -0.5
O -1.3701 -1.0553 4.5875 1.8 0.8 -0.7
O -7.5560 2.9903 3.3988 -1.9 -1.2 2.4
O -2.4053 3.2891 7.1721 -0.7 1.0 -0.5
O 0.7600 1.2818 0.4511 1.1 1.0 0.1
O 4.5457 -9.0578 -0.6531 1.1 -0.3 0.4
O 6.0316 -4.3684 -1.7742 0.4 -1.2 1.4
O 8.8258 2.5944 -3.9531 1.7 -0.8 0.1
O -4.7830 1.6785 -4.6790 0.7 1.3 -1.3
O -3.6686 5.9360 -2.5531 0.2 -0.9 -0.7
O -1.0678 3.0541 2.9394 0.2 -2.4 -0.1
O -2.4335 -4.1071 -0.9286 -0.4 -0.5 -0.7
O -7.3796 -2.0717 1.2794 -1.2 0.2 1.4
O -2.0190 -2.9601 -7.1390 -0.6 1.6 0.7
O 5.3340 -1.6688 -5.2784 0.0 -1.1 1.8
C -8.2601 1.7547 3.6632 -0.6 -0.9 -0.9
C 1.4147 -3.7052 2.6740 -0.3 0.6 -0.8
C -0.3403 3.8071 -4.8859 0.9 -0.8 0.6
C 5.9545 -0.2428 3.9672 1.2 -1.1 -1.2
C 1.2717 0.8881 7.6371 -2.4 -0.9 0.3
C -4.2260 6.5364 -0.3783 -0.6 0.7 0.8
C -3.4370 -4.7744 -1.7438 1.5 -0.8 -0.4
C -3.2081 5.8270 -1.2080 -0.7 -1.0 0.6
C -2.7069 4.0717 5.9648 0.5 -1.3 0.3
C -3.7831 2.0726 -2.5765 0.2 1.0 0.1
C 0.0346 -4.0412 -7.2290 0.2 -0.4 0.0
C 2.0733 -2.3145 2.7433 0.7 -0.4 0.4
C -2.3782 -2.0239 4.6022 -2.4 1.5 0.0
C 6.3295 -1.6224 -6.2994 -1.2 0.2 0.3
C -6.0568 -2.0792 0.8013 0.1 0.0 -0.1
C 0.3795 -2.5492 -6.9951 -0.2 -1.4 -0.9
C -3.7081 -1.1781 4.5556 0.9 -0.4 0.4
C 0.8275 2.2596 7.3134 -0.4 1.2 -1.4
C 6.5136 -4.2305 -0.4280 -0.3 1.2 0.2
C 2.7099 0.9680 7.4809 2.9 0.1 0.7
C 1.6821 0.2994 -0.0066 -0.4 0.0 -0.3
C -8.3964 -1.9354 0.2292 1.5 -0.6 0.5
C 0.6200 1.6898 -4.3210 -0.3 -1.1 1.9
C -0.4906 -0.7112 0.3947 0.5 0.2 0.2
C 7.2809 3.1301 -2.3126 -0.7 0.0 -0.9
C 3.4800 -2.5741 2.0155 -2.9 0.5 1.2
C 0.1723 2.4606 -5.4954 -0.9 1.1 -1.1
C -1.8385 0.3024 4.5934 -1.5 -0.4 1.9
C 1.8938 -4.1819 1.2905 -0.7 0.4 1.2
C 5.9902 0.4394 2.6356 0.2 0.7 -0.5
C -2.6285 -5.6454 -2.7208 0.2 1.2 -0.8
C 6.3502 -2.7259 -0.1453 0.8 0.6 -0.9
C -0.2998 0.6251 1.0860 -0.4 0.1 0.9
C -1.1461 -4.2109 -1.6020 -0.4 1.0 0.2
C 4.4811 -0.3919 -7.0032 -0.2 0.4 0.4
C 1.1055 2.7583 -3.3159 0.1 -1.4 -0.8
C -3.0029 4.0484 8.2243 0.8 0.1 0.5
C -5.5307 6.3997 -1.1875 0.4 1.2 0.3
C -7.3576 0.5094 3.3710 0.6 1.2 0.2
C -2.7298 5.5373 6.3809 0.1 0.8 1.7
C -7.5897 -1.8202 -1.0042 1.2 1.0 -1.0
C 4.5337 -8.7297 -2.0066 -1.5 0.2 -1.3
C -1.3553 -4.8057 -2.9603 -0.7 -1.0 -0.2
C 3.2287 -7.8906 -2.1629 0.1 -0.4 -1.3
C -3.2524 0.1350 5.1713 0.0 0.5 -0.8
C -4.8401 2.5247 -3.5475 -1.4 0.2 -0.9
C 7.6707 1.9447 -4.3918 -0.8 0.3 0.1
C 3.7084 -8.1679 0.0340 -0.5 0.6 1.3
C -1.4287 -4.0229 -7.7552 2.7 -0.8 -0.6
C 0.7524 -0.7777 -0.4746 0.6 -1.0 -1.6
C -2.1245 5.0041 2.6307 -0.6 2.4 -0.7
C 3.3491 -7.0634 -0.9250 0.0 0.2 -1.0
C 5.9956 -0.3666 -7.0323 0.6 0.5 -1.5
C 4.6915 0.2649 4.5530 -0.5 -0.7 2.4
C -6.2258 1.1670 2.5706 0.5 0.4 0.0
C -4.2211 0.4775 -4.2561 -1.1 -1.0 -1.6
C -6.4833 2.6791 2.6392 1.6 0.0 -1.7
C 8.5023 3.6970 -3.0920 -0.9 -2.5 -0.3
C 1.8826 2.6692 6.2310 -1.5 -0.3 1.0
C -5.0797 6.2677 -2.6521 0.6 1.1 1.5
C -2.6124 5.5222 7.9226 -0.3 -1.7 1.2
C 5.3596 -2.1389 -1.2107 1.1 -0.6 0.4
C 6.6353 2.0870 -3.2603 0.0 0.7 -1.2
C 5.0926 -3.3695 -2.0715 -0.8 0.0 -0.5
C -2.3109 3.5396 2.4288 0.7 0.1 0.9
C 0.0024 3.9153 2.6198 -0.9 1.5 -0.7
C 3.9764 1.0949 3.5311 -0.2 0.0 -0.3
C -3.2307 0.8182 -3.2310 0.2 -0.3 1.4
C -1.0153 -2.0335 -6.7100 0.4 0.8 0.7
C -6.2614 -2.3996 -0.6218 1.1 -0.7 -1.5
C -0.6336 5.2382 3.0391 -1.4 -0.3 0.4
C 4.2794 -0.8015 -5.5699 -0.3 1.2 0.4
H 9.3374 3.8205 -2.4024 0.1 0.6 -0.5
H -7.0325 0.1094 4.3314 0.2 0.0 -0.1
H -1.9582 0.8874 3.6815 0.7 -0.8 -0.7
H -0.1622 2.1837 6.8631 -0.2 0.7 0.5
H 1.2977 -3.7561 0.4834 0.4 0.8 -0.2
H -3.3000 0.0682 6.2582 0.2 0.1 0.0
H 0.1812 3.9316 1.5447 0.3 -0.3 -0.2
H 3.2533 -1.1226 -5.3908 0.1 -1.1 0.0
H -8.5950 1.5710 4.6841 -0.3 1.1 0.1
H -1.6081 5.7698 8.2665 0.2 -0.5 -0.1
H 0.3370 -3.6039 2.8022 -0.1 -0.2 -0.2
H -0.4408 -1.4628 1.1825 -0.6 -0.4 -0.4
H -5.1922 1.0884 2.9073 -0.1 -1.0 0.2
H 2.4708 -6.4352 -0.7765 0.1 -0.2 0.6
H 4.4940 -1.7151 -0.7015 -0.2 -0.2 -0.3
H 8.2937 4.4723 -3.8292 -0.2 0.9 0.9
H -5.5162 -1.1458 0.9580 -0.3 0.5 0.1
H -3.0948 3.1458 3.0758 0.0 -0.2 0.0
H 4.0732 -3.7039 -1.8786 -0.2 -0.3 0.0
H 6.0548 -4.6764 0.4545 -1.0 -1.2 -0.7
H 1.6672 -5.2391 1.1521 1.1 -0.3 0.2
H 1.4476 -1.5144 2.3478 0.0 -0.3 -0.8
H 6.5182 3.9050 -2.2360 0.2 0.0 1.0
H -4.4887 -1.5595 5.2138 -0.2 -0.5 -0.6
H -5.8160 5.6267 -3.1370 0.9 -0.8 -0.5
H 4.0426 -1.1914 -7.6004 0.1 0.3 -0.5
H 0.6864 0.2759 6.9511 0.7 -0.7 -0.2
H 7.3013 2.4583 -5.2795 -0.2 0.2 -0.3
H -4.3271 1.9976 -1.6349 0.7 -0.5 0.4
H 3.9848 2.1396 3.8420 0.4 0.4 -0.5
H -1.2943 -3.8629 -8.8250 -0.7 -0.1 -0.4
H 5.3762 -8.0990 -2.2906 0.3 -0.1 -0.1
H 3.1889 1.1621 8.4405 0.1 -0.7 0.3
H -4.8181 3.5654 -3.8712 0.3 0.0 0.0
H 0.5066 -0.6006 -1.5217 -0.2 -0.1 -0.1
H -2.4279 -2.5439 5.5588 0.7 -0.6 -0.2
H -0.2951 6.1874 2.6235 0.4 -0.2 0.2
H 2.3100 -8.4770 -2.1646 0.1 -0.5 0.1
H -5.0870 -0.1271 -3.9864 0.2 -0.7 0.7
H -3.2128 4.8034 -0.8335 0.0 -0.7 -0.6
H 2.8451 -8.7786 0.2982 -0.5 0.4 0.4
H 1.3073 -1.7143 -0.4209 -0.4 -0.3 -0.1
H 4.1951 -6.4375 -1.2087 0.2 0.5 0.9
H -6.2779 0.8556 1.5273 0.1 -0.1 0.1
H 4.5125 -9.6563 -2.5802 0.2 0.1 -0.1
H 5.8135 -1.3627 -1.8268 0.1 0.1 0.2
H -1.9064 -4.9778 -7.5362 -0.3 0.2 -0.1
H 3.1736 0.0980 7.0160 0.1 0.0 -0.2
H 6.3782 0.5492 -6.5818 0.0 -0.1 0.4
H 3.9910 0.5742 -7.1242 0.0 -0.1 -0.6
H -6.6606 2.9522 1.5990 0.1 0.8 -0.2
H -4.0459 -4.0665 -2.3061 0.0 0.3 0.2
H -1.3645 3.8614 -4.5169 -0.4 -0.6 -0.4
H -3.6911 6.0400 6.2747 0.3 0.1 -1.2
H 2.1649 -1.9600 3.7699 0.5 -0.3 0.2
H 7.5364 2.5871 -1.4027 0.2 0.8 0.2
H -8.9163 -0.9910 0.3903 -0.7 -0.6 0.3
H -4.0764 -5.4844 -1.2193 -0.1 0.6 0.8
H 2.9212 0.8454 3.4201 0.0 -0.2 -0.1
H 5.7741 2.5804 -3.7107 -0.3 -0.3 0.1
H 0.9433 0.5911 8.6331 0.2 -0.1 0.1
H 5.0263 0.8207 5.4288 -0.8 0.3 0.1
H -2.9499 2.7727 -2.5161 -0.3 0.3 0.4
H -4.3868 6.1401 0.6243 0.2 -0.4 0.0
H 3.1649 -7.2737 -3.0593 0.4 -0.1 -0.2
H -4.0766 3.8748 8.2960 -0.4 0.3 -0.6
H 1.6944 2.1201 5.3083 -0.4 0.0 -0.4
H 3.7037 -1.7248 1.3699 0.3 -0.3 -0.3
H -3.2312 6.1872 8.5250 -0.4 0.2 -0.6
H 6.2996 1.1281 -2.8653 0.3 0.2 0.4
H 6.0008 -2.4905 0.8600 0.4 -0.1 0.0
H -7.3776 -0.7635 -1.1667 -0.4 0.2 -0.6
H -2.3249 1.0931 -3.7714 0.3 -0.3 0.5
H 1.7726 -4.4406 3.3945 0.2 0.3 0.3
H -0.4914 -4.7762 -0.9387 0.2 0.1 -0.2
H -8.9133 -2.8917 0.1500 -0.8 0.4 0.7
H -2.3430 -6.6081 -2.2967 -0.4 -0.1 -0.2
H 1.8845 3.7381 6.0176 0.4 0.0 0.2
H -5.4317 -2.8398 1.2691 -0.4 -0.2 0.4
H -1.0693 -1.0641 -7.2053 -0.8 0.1 0.2
H -5.6537 3.2490 3.0575 0.4 0.0 -0.3
H 0.8157 -2.1486 -7.9102 -0.4 0.1 -0.3
H 6.6459 1.2975 2.7832 -0.2 0.6 -0.7
H 2.1901 2.8050 -3.4135 0.2 0.5 0.2
H 7.3354 -1.6179 -5.8797 -0.2 -0.5 0.0
H -2.8877 5.4288 3.2829 0.4 -0.1 0.8
H 7.8156 0.9100 -4.7023 0.6 0.0 0.3
H -0.5965 1.9439 -6.0698 0.0 0.0 -0.1
H 6.0533 -1.2947 3.6993 -0.5 -0.3 0.8
H 4.3404 0.0533 -4.8963 0.3 0.5 0.1
H -2.1864 6.1570 -1.0197 0.0 0.4 -0.8
H 0.8364 2.5146 -2.2882 0.1 0.0 0.1
H -3.7389 0.0094 -5.1142 -0.2 -0.2 -0.1
H 6.0306 -2.4754 -6.9086 1.1 -0.3 -0.4
H 6.4827 -0.4109 -8.0065 -0.3 0.1 -0.3
H 6.4402 -0.2288 1.9014 -0.4 0.4 -0.5
H -1.8381 6.1253 6.1639 -0.5 0.0 -1.3
H -0.2181 4.6953 -5.5058 0.4 -0.1 -0.1
H -7.9071 -2.3392 -1.9086 -0.6 0.4 0.1
H -7.8084 -0.3137 2.8167 -0.2 0.3 0.0
H 0.0428 -4.6515 -6.3259 0.4 0.1 0.2
H -1.2248 0.8903 5.2760 0.3 -0.1 -0.1
H -2.3716 5.6104 1.7592 0.4 -0.3 -0.6
H 0.9149 3.6939 3.1734 -0.3 -0.4 0.0
H 2.3674 -0.2079 0.6725 0.0 0.8 1.2
H -6.1038 5.5389 -0.8429 0.0 0.0 -0.1
H -1.1992 1.2406 1.1056 0.2 0.2 -0.3
H 5.2256 -3.2415 -3.1458 -0.3 0.5 0.0
H -3.1224 0.0287 -2.4873 0.6 -0.1 -0.2
H -0.6269 5.1770 4.1274 0.3 0.8 0.1
H -1.9895 3.7429 5.2129 0.5 0.5 0.2
H 1.0238 2.6216 -6.1565 -0.1 0.4 -0.2
H 4.1808 -7.7769 0.9351 0.2 -0.3 0.1
H 1.1429 -2.2970 -6.2591 -0.4 -0.4 0.5
H 0.8904 2.8647 8.2179 -0.2 0.6 -0.4
H -9.0846 1.8108 2.9525 -0.5 -0.5 0.3
H -5.0497 7.2052 -3.2075 -0.5 0.2 0.1
H 7.3586 -2.3697 -0.3561 -0.1 0.9 0.5
H -2.3350 -2.6254 3.6942 0.3 -0.5 0.4
H -6.3088 -3.4841 -0.7202 0.3 -0.1 -0.2
H -2.5715 3.2745 1.4041 0.5 -0.3 -0.3
H -5.4957 -1.9714 -1.2687 0.3 -0.4 -0.1
H 1.3349 0.8874 -4.5034 0.3 0.2 -0.2
H -1.1073 -1.9567 -5.6266 -0.3 0.5 0.0
H -3.6275 3.6925 5.5211 -0.6 0.3 0.4
H -3.8820 0.9545 4.8247 -0.2 0.2 0.3
H -3.9828 -1.0856 3.5048 -0.5 0.2 0.1
H -0.4957 -5.3674 -3.3261 0.0 -0.2 0.1
H -1.3889 -0.7085 -0.2227 -0.1 -0.5 0.3
H -3.8876 7.5509 -0.1675 -0.4 0.4 -0.5
H 4.1692 -2.6056 2.8594 0.6 -0.6 -0.5
H 2.3422 0.7474 -0.7494 -0.3 0.1 -0.2
H 0.6854 -4.4798 -7.9855 0.1 -0.2 0.2
H -6.1074 7.3085 -1.0150 -0.4 -0.2 -0.1
H -0.2253 1.1696 -3.8705 -0.2 0.0 0.0
H -0.7891 -3.2128 -1.8561 0.4 0.3 1.1
H -1.5517 -4.0413 -3.7121 -0.1 0.2 0.1
H 6.8513 0.0287 4.5241 -0.1 -0.1 0.2
H 7.5467 -4.5769 -0.4004 0.0 0.2 -0.3
H -0.0465 0.4809 2.1363 0.1 -0.1 0.3
H -5.8484 2.3345 -3.1798 -0.2 0.3 0.8
H -3.1936 -5.6451 -3.6528 0.0 -1.0 0.0
H -2.6808 3.6678 9.1935 0.7 0.0 -0.1
H 4.0463 -0.5433 4.8974 0.0 -0.1 0.1
```
Forces are in eV/Å.

Summary:
HOMO energy, eV: -9.23
Orbital gap, eV: 9.589
LUMO level, eV: 0.36
Total energy, eV: -113839.256